[1]
Formula: C23H63O22P5
Source: OMol25
Level of theory: the ωB97M-V functional and the def2-TZVPD basis

The geometry in XYZ format:
```
113
C23H63O22P5 the ωB97M-V functional and the def2-TZVPD basis
C 2.3964 0.4856 1.0889
O 1.8705 1.1899 2.2389
P 0.4750 0.6494 2.9896
O 0.2196 1.9501 3.6788
O 1.2940 -0.4388 3.8817
C 2.3989 0.0154 4.6599
O -0.9619 -0.0578 3.3392
C -1.2483 -0.2684 4.7216
H 3.3092 0.9688 0.7546
H 2.6143 -0.5540 1.3422
H 1.6547 0.5161 0.2964
H 2.3103 1.0788 4.8840
H 3.3369 -0.1732 4.1364
H 2.3899 -0.5536 5.5886
H -0.9717 0.6072 5.3061
H -0.7356 -1.1530 5.0942
H -2.3237 -0.4272 4.7846
C -0.2121 -2.2092 -4.1627
O 0.2970 -2.2485 -2.8072
P -0.5235 -1.5623 -1.6164
O 0.3813 -1.3737 -0.4763
O -1.5459 -2.8211 -1.4634
C -1.0298 -4.0706 -1.0060
O -1.6743 -0.4792 -1.3137
C -2.3440 -0.7908 -0.0641
H 0.4793 -2.7651 -4.7902
H -1.1953 -2.6798 -4.2120
H -0.2747 -1.1819 -4.5188
H -0.1134 -3.9326 -0.4314
H -0.8361 -4.7308 -1.8527
H -1.7888 -4.5207 -0.3685
H -1.6413 -1.1217 0.6950
H -3.1136 -1.5424 -0.2169
H -2.8265 0.1228 0.2788
C 2.3273 -6.1534 -9.3122
O 2.4005 -5.4929 -8.0315
P 1.5789 -6.0732 -6.7860
O 1.5001 -5.0214 -5.7686
O 2.6697 -7.2226 -6.4116
C 3.9226 -6.8191 -5.8607
O 0.3477 -7.0620 -6.7299
C 0.1892 -7.8470 -5.5359
H 2.9814 -5.6132 -9.9896
H 2.6672 -7.1870 -9.2294
H 1.3120 -6.1286 -9.7051
H 3.8478 -5.8429 -5.3818
H 4.6839 -6.7881 -6.6413
H 4.2076 -7.5619 -5.1180
H 0.3680 -7.2404 -4.6502
H 0.8614 -8.6999 -5.5535
H -0.8401 -8.1956 -5.5395
C 7.1279 -1.4387 0.7921
O 7.7511 -0.2006 0.3936
P 7.1182 1.1858 0.8603
O 7.6493 2.2573 0.0177
O 7.7497 1.2226 2.3542
C 9.1453 1.4844 2.4927
O 5.6264 1.4252 1.3075
C 5.3526 2.5601 2.1391
H 7.7357 -2.2467 0.3965
H 7.0895 -1.5157 1.8800
H 6.1223 -1.5175 0.3808
H 9.5328 2.0237 1.6288
H 9.6915 0.5485 2.6183
H 9.2770 2.0936 3.3849
H 5.8807 3.4492 1.8002
H 5.6165 2.3403 3.1705
H 4.2804 2.7374 2.0838
C -5.3209 -0.4978 2.0975
O -5.2269 -1.9264 1.9206
P -5.8062 -2.9069 3.0359
O -5.2247 -4.2346 2.8338
O -7.3648 -2.8319 2.5943
C -7.7588 -3.4886 1.3902
O -6.0463 -2.5635 4.5556
C -6.9999 -3.3721 5.2641
H -4.8938 -0.0314 1.2159
H -6.3604 -0.1824 2.2015
H -4.7519 -0.1857 2.9724
H -7.0660 -4.2895 1.1328
H -7.8114 -2.7698 0.5714
H -8.7487 -3.9097 1.5556
H -6.8731 -4.4236 5.0137
H -8.0117 -3.0471 5.0376
H -6.7986 -3.2211 6.3212
C 0.8129 4.9210 1.3550
C 1.3891 6.1570 0.6391
C 0.5657 6.6925 -0.5474
C -0.9534 6.6377 -0.3914
C -1.5565 7.8455 0.3369
O -2.7000 8.3452 -0.3440
C -3.9385 8.0343 0.2562
C -4.1456 6.5880 0.6375
O -4.0104 5.7655 -0.4935
C -4.2612 4.4082 -0.2003
H 0.4120 5.2028 2.3256
H 0.0889 4.3740 0.7592
H 1.6266 4.2285 1.5667
H 1.6257 6.9435 1.3546
H 2.3571 5.8577 0.2317
H 0.8439 7.7405 -0.6839
H 0.8569 6.1911 -1.4694
H -1.3095 5.7153 0.0625
H -1.3915 6.6638 -1.3887
H -0.8212 8.6531 0.3152
H -1.7612 7.6412 1.3901
H -4.1440 8.6968 1.1051
H -4.6946 8.2720 -0.4937
H -5.1614 6.5057 1.0494
H -3.4770 6.2734 1.4489
H -3.3436 3.8809 0.0723
H -5.0185 4.3040 0.5805
H -4.6654 3.9551 -1.1040
```

Values from the calculation:
spin multiplicity	1
orbital gap	8.151	eV
F_max	0.14465	Eh/bohr
total charge	0
LUMO	-1.1398	eV
HOMO level	-9.29	eV
DFT total energy	-116364.54984	eV

Atomic partial charges in e from the Mulliken method, atoms 1 to 5: number 1, C, carries -0.61; number 2, O, carries -0.02; number 3, P, carries 1.02; number 4, O, carries -0.75; number 5, O, carries -0.32

***

[2]
Formula: C23H64O9
Source: OMol25
Level of theory: the ωB97M-V functional and the def2-TZVPD basis

The geometry in XYZ format:
```
96
C23H64O9 the ωB97M-V functional and the def2-TZVPD basis
C -1.0272 -0.4101 6.7998
C -1.4222 -0.5631 5.3385
C -1.7722 0.7506 4.6853
O -0.3521 -1.1365 4.5836
H -0.8777 -1.4023 7.2360
H -1.8676 0.0103 7.3613
H -0.1473 0.2108 6.9505
H -2.3129 -1.2057 5.3424
H -2.6675 1.2007 5.1057
H -1.9426 0.6084 3.6141
H -0.9267 1.4453 4.7260
H -0.1924 -2.0383 4.8777
C 3.0533 2.1143 -3.5039
C 2.8766 1.3740 -4.8168
C 3.6742 2.0581 -5.9188
O 3.3177 0.0185 -4.6355
H 2.5628 1.6114 -2.6698
H 2.7448 3.1553 -3.5840
H 4.1163 2.1441 -3.2392
H 1.8208 1.3674 -5.1084
H 4.7481 2.0214 -5.7116
H 3.3976 3.0998 -6.0725
H 3.5397 1.5397 -6.8766
H 3.7634 -0.2800 -5.4334
C 2.5605 -4.1634 -0.5900
C 2.3153 -4.9139 -1.8934
C 0.8408 -5.3317 -2.0106
O 2.6492 -4.0778 -3.0100
H 2.1645 -3.1527 -0.5010
H 3.6415 -4.1555 -0.4304
H 2.0970 -4.7019 0.2431
H 2.9508 -5.7952 -1.9005
H 0.3137 -5.4320 -1.0588
H 0.7052 -6.2774 -2.5387
H 0.2695 -4.5679 -2.5485
H 1.8942 -3.4916 -3.1287
C -5.2447 2.0060 -1.0821
C -5.6538 0.6077 -1.5390
C -4.4251 -0.2223 -1.8726
O -6.5347 -0.0146 -0.6099
H -4.6983 1.9908 -0.1356
H -6.1048 2.6675 -0.9772
H -4.5938 2.4425 -1.8477
H -6.2601 0.7560 -2.4361
H -3.5412 0.1085 -1.3241
H -4.1840 -0.0794 -2.9313
H -4.5593 -1.2911 -1.7166
H -6.0158 -0.4582 0.0722
C 4.7003 -0.3749 -1.0985
C 5.8659 -0.7168 -2.0214
C 5.9344 -2.2335 -2.2741
O 5.7480 -0.0034 -3.2559
H 4.7992 0.6792 -0.8214
H 4.7906 -0.9464 -0.1745
H 3.7430 -0.5553 -1.5875
H 6.8133 -0.4377 -1.5523
H 6.9166 -2.4751 -2.6890
H 5.1653 -2.5375 -2.9820
H 5.8638 -2.7611 -1.3220
H 4.8023 0.1816 -3.3516
C 0.4822 -0.4796 -1.3012
C 0.1425 -0.4979 0.1757
C -1.0631 0.3651 0.5097
O -0.1038 -1.8729 0.5007
H -0.3575 -0.7071 -1.9639
H 1.2647 -1.2094 -1.5194
H 0.8614 0.4960 -1.6141
H 1.0116 -0.1170 0.7194
H -1.9632 -0.1387 0.1454
H -1.0149 1.3668 0.0872
H -1.1820 0.4350 1.5951
H -0.2986 -1.9290 1.4421
C -2.7912 5.7839 0.8355
C -3.6044 4.6778 1.4984
C -2.7022 3.6985 2.2356
O -4.5810 5.2514 2.3721
H -3.4248 6.4606 0.2628
H -2.0707 5.3643 0.1271
H -2.2631 6.3675 1.5931
H -4.1599 4.1553 0.7142
H -2.0966 3.1237 1.5362
H -3.2619 3.0014 2.8595
H -2.0453 4.2954 2.8792
H -4.1912 5.3272 3.2479
C -3.7467 -1.4491 2.1373
O -4.7966 -1.6709 1.1987
H -4.0674 -1.6642 3.1552
H -2.8395 -2.0177 1.8941
H -3.4314 -0.4148 2.0092
H -5.2169 -2.5018 1.4369
C 2.6137 -0.3812 3.1451
O 1.5858 0.5738 2.9674
H 2.5972 -1.1239 2.3288
H 3.5701 0.1322 3.0950
H 2.4881 -0.9747 4.0530
H 0.8204 0.3087 3.4890
```

Values from the calculation:
spin multiplicity	1
orbital gap	9.677	eV
F_max	0.03229	Eh/bohr
total charge	0
LUMO	0.1596	eV
HOMO level	-9.52	eV
DFT total energy	-43315.09345	eV

Atomic partial charges in e from the Mulliken method, atoms 1 to 5: number 1, C, carries -1.50; number 2, C, carries 0.69; number 3, C, carries -0.97; number 4, O, carries -0.38; number 5, H, carries 0.41